i:
The following is a quantum chemistry calculation of an isolated molecule of C4H9FN2S, from OMol25.

structure (SMILES) = N/N=C/C[C@@H](F)CS

Structure (ORCA input):
```
! wB97M-V def2-TZVPD RIJCOSX def2/J DEFGRID3
* xyz 0 1
N -2.60 -1.29 -0.39
N -1.77 -0.13 -0.19
C -0.92 -0.28 0.76
C -0.06 0.86 1.07
C 1.38 0.50 0.73
F 1.61 -0.75 1.23
C 1.65 0.68 -0.71
S 1.21 -0.73 -1.83
H -2.07 -2.12 -0.65
H -3.10 -1.20 -1.32
H -0.79 -1.24 1.17
H -0.19 0.99 2.18
H -0.29 1.83 0.60
H 2.09 1.20 1.28
H 1.32 1.56 -1.18
H 2.73 0.70 -0.89
H -0.22 -0.56 -1.86
*
```

Atomic partial charges in e from the Löwdin method, atoms 1 to 2: -0.031 -0.054



ii:
The following is a quantum chemistry calculation of a structure of composition C4H9FN2S, from OMol25.

Structure (ORCA input):
```
! wB97M-V def2-TZVPD RIJCOSX def2/J DEFGRID3
* xyz 0 1
C 0.89 1.32 -0.29
C 0.77 -0.14 0.30
C 2.17 -0.93 0.51
C -1.41 -0.82 -0.51
H 0.94 1.24 -1.46
H 2.36 1.50 0.09
H 0.03 2.16 0.11
H 0.38 -0.16 1.25
H 2.40 -0.50 1.49
H 1.99 -1.99 0.35
H -2.09 -1.24 -1.36
H -1.68 0.58 0.94
H -4.04 0.91 -0.63
N -0.08 -1.08 -0.53
N -2.14 -0.07 0.19
F 3.25 -0.45 -0.44
S -3.74 -0.35 0.01
*
```

Atomic partial charges in e from the Löwdin method, atoms 1 to 2: -0.079 -0.443



iii:
The following is a quantum chemistry calculation of an isolated molecule of C4H9FN2S, from OMol25.

structure (SMILES) = N[C@@H]1[C@H](S)[C@@]1(N)CF

Structure (ORCA input):
```
! wB97M-V def2-TZVPD RIJCOSX def2/J DEFGRID3
* xyz 0 1
N -0.91 1.59 -1.08
C -0.14 0.43 -0.98
C -0.62 -0.97 -0.36
S -2.34 -1.08 0.04
C 0.38 0.03 0.26
N 0.39 0.86 1.39
C 1.76 -0.60 0.28
F 2.09 -1.26 -0.87
H -1.81 1.67 -1.81
H -1.31 2.02 0.01
H 0.59 0.22 -1.79
H -0.09 -1.86 -0.91
H -2.00 -2.19 0.85
H -0.19 0.55 2.36
H 0.16 1.70 1.02
H 1.55 -1.26 1.23
H 2.49 0.14 0.36
*
```

Atomic partial charges in e from the Löwdin method, atoms 1 to 2: -0.018 -0.405



The relative energies come out as i 0.0; ii 77.5; iii 51.9, with values in kcal/mol.



i:
The following is a quantum chemistry calculation of an isolated molecule of C3H6N2S3, from OMol25.

Structure (ORCA input):
```
! wB97M-V def2-TZVPD RIJCOSX def2/J DEFGRID3
* xyz 0 1
C 0.69 -1.62 -1.58
C -0.79 -1.16 0.63
C 0.00 1.54 0.37
N -0.14 -0.76 -1.49
N 0.36 -1.69 1.08
S 1.03 -2.84 0.00
S -2.08 -2.31 0.37
S -1.24 0.46 1.17
H 1.49 -2.08 -2.26
H 0.81 1.60 1.07
H -0.39 2.47 0.30
H 0.24 1.21 -0.56
H 0.94 -1.38 1.84
H -2.98 -1.37 0.38
*
```

Atomic partial charges in e from the Löwdin method, atoms 1 to 2: -0.495 -1.131



ii:
The following is a quantum chemistry calculation of an isolated molecule of C3H6N2S3, from OMol25.

structure (SMILES) = [S-][N+]1=CCN(S)[C@@H]1S

Structure (ORCA input):
```
! wB97M-V def2-TZVPD RIJCOSX def2/J DEFGRID3
* xyz 0 1
S -0.92 3.18 -0.91
N -0.46 1.76 -0.44
C 0.97 1.20 -0.37
C 0.86 -0.07 0.39
N -0.52 -0.01 0.92
S -1.21 -1.33 1.77
C -1.27 0.69 0.03
S -1.73 -0.30 -1.65
H 1.80 1.97 -0.53
H 0.93 -0.82 -0.29
H 1.62 -0.14 1.18
H -1.77 -2.03 0.70
H -2.32 1.08 0.43
H -1.14 -1.47 -1.55
*
```

Atomic partial charges in e from the Löwdin method, atoms 1 to 2: 0.642 -0.730



The relative energies come out as i 0.0; ii 15.6, with values in kcal/mol.



i:
The following is a quantum chemistry calculation of a cluster of 2 separate species, C6H16N3 in total, from OMol25.

Structure (ORCA input):
```
! wB97M-V def2-TZVPD RIJCOSX def2/J DEFGRID3
* xyz 1 1
C -0.98 -0.86 0.79
C -1.17 0.19 -0.34
C 2.82 -0.13 0.40
C -1.80 1.38 0.31
C -2.05 -0.46 -1.47
C 3.57 1.08 0.61
N 0.16 0.49 -0.74
N 2.12 -0.99 0.21
N -0.14 -2.02 0.28
H -0.42 -0.35 1.51
H -1.91 -1.36 1.12
H -1.93 2.18 -0.33
H -1.07 1.73 1.03
H -2.85 1.23 0.80
H -2.97 -0.78 -0.88
H -1.52 -1.32 -1.80
H -2.30 0.28 -2.20
H 2.77 1.81 0.62
H 4.22 1.23 -0.31
H 4.17 1.17 1.54
H 0.63 1.02 -0.01
H 0.11 -2.72 0.96
H 0.75 -1.40 -0.06
H -0.62 -2.43 -0.57
H 0.40 1.04 -1.46
*
```

Atomic partial charges in e from the Löwdin method, atoms 1 to 2: -0.106 -0.624



ii:
The following is a quantum chemistry calculation of the ion C6H16N3 with charge +1, from OMol25.

structure (SMILES) = CNN(C)C[NH2+]C1CC1

Structure (ORCA input):
```
! wB97M-V def2-TZVPD RIJCOSX def2/J DEFGRID3
* xyz 1 1
C 3.38 -0.87 0.05
N 2.44 0.00 -0.62
N 1.28 0.18 0.11
C 1.47 0.52 1.49
C 0.22 0.42 -0.83
N -1.09 -0.77 -0.75
C -2.29 0.17 -0.95
C -3.39 -0.33 0.10
C -2.62 0.95 0.28
H 2.76 -1.55 0.67
H 3.79 -1.49 -0.77
H 4.02 -0.35 0.64
H 2.78 0.91 -1.04
H 1.27 -0.37 2.12
H 2.54 0.68 1.56
H 0.78 1.31 1.83
H -0.50 1.21 -0.52
H 0.44 0.16 -1.79
H -1.22 -1.52 -1.41
H -1.25 -1.30 0.13
H -2.38 0.52 -1.93
H -3.15 -1.18 0.61
H -4.40 -0.24 -0.11
H -3.00 1.90 0.06
H -1.88 1.04 1.07
*
```

Atomic partial charges in e from the Löwdin method, atoms 1 to 2: -0.078 -0.132



The relative energies come out as i 0.0; ii 78.3, with values in kcal/mol.



i:
The following is a quantum chemistry calculation of an isolated molecule of NO3P, from OMol25.

Structure (ORCA input):
```
! wB97M-V def2-TZVPD RIJCOSX def2/J DEFGRID3
* xyz 0 1
N 0.48 -0.12 -0.60
O 0.87 -0.44 -1.66
O 1.07 -0.24 0.51
O -1.73 -0.07 1.24
P -0.69 0.86 0.50
*
```

Atomic partial charges in e from the Löwdin method, atoms 1 to 2: -0.507 0.100



ii:
The following is a quantum chemistry calculation of an isolated molecule of NO3P, from OMol25.

Structure (ORCA input):
```
! wB97M-V def2-TZVPD RIJCOSX def2/J DEFGRID3
* xyz 0 1
N -0.72 0.31 0.03
O -1.71 0.75 -0.50
O -0.56 -0.86 0.49
O 1.74 -0.26 -0.67
P 1.26 0.06 0.66
*
```

Atomic partial charges in e from the Löwdin method, atoms 1 to 2: -0.412 0.052



The relative energies come out as i 6.7; ii 0.0, with values in kcal/mol.